# C29H48FNO12S4

5 unconnected molecules or ions with the total composition C29H48FNO12S4 (ωB97M-V with the def2-TZVPD basis set, the OMol25 dataset).

Each line ends with the Mulliken charge.
Cartesian coordinates (Å):
C -4.150035 -0.927853 0.148159  -1.0345
C -2.736027 -1.338780 -0.558932  0.2210
C -2.870458 -2.943425 -0.819695  0.0117
O -3.443150 -3.271351 -2.124128  -0.3544
C -3.858070 -4.666500 -1.997505  0.5117
O -3.190893 -5.621097 -2.482321  -0.5846
N -5.156244 -5.056626 -1.322610  -0.1033
C -6.181647 -4.917462 -2.427405  -0.4333
C -6.989891 -3.566505 -2.117558  0.5833
O -7.787791 -3.569833 -1.160226  -0.4771
F -6.742903 -2.412594 -2.913420  -0.2438
O -1.597116 -1.191610 0.313513  -0.0694
C -1.302133 0.181142 0.635807  -0.7473
C -0.130230 0.846924 -0.225063  0.6739
C 1.356217 0.421885 -0.199874  0.0223
C 2.373071 1.238112 -1.083524  -0.7717
C 1.953695 2.459383 -1.962715  -0.0942
C 0.455802 2.872892 -2.008950  -0.4686
C -0.534282 2.064300 -1.138258  -0.4170
H -4.217828 0.224261 0.033749  0.3990
H -5.032527 -1.361331 -0.428985  0.2385
H -4.120058 -1.192586 1.256941  0.2329
H -2.575757 -0.788230 -1.556111  0.2156
H -1.893470 -3.505086 -0.578041  0.1507
H -3.638476 -3.329795 -0.032445  -0.1997
H -5.055032 -6.055330 -1.066247  0.2481
H -5.657070 -4.814943 -3.452228  0.3154
H -6.848220 -5.843503 -2.499689  0.3700
H -0.927368 0.182155 1.732827  0.3384
H -2.187542 0.899563 0.609661  0.2829
H 1.701542 -0.450849 0.455705  0.1826
H 3.499234 0.991449 -1.086865  0.2940
H 2.687918 3.079573 -2.587689  0.3105
H 0.063844 3.747732 -2.645427  0.2920
H -1.635356 2.384280 -1.153174  0.1705
C -4.724003 -7.218441 3.404196  -0.5576
C -3.895700 -6.553996 4.504965  -0.6654
C -3.108083 -5.412880 3.860818  -0.5730
S -4.071827 -4.866927 2.454242  1.4343
O -3.341507 -5.158706 1.245071  -0.6375
O -4.614981 -3.556395 2.728991  -0.7595
C -5.371482 -6.077972 2.631784  -0.7717
H -5.471483 -7.900031 3.815280  0.3830
H -4.067868 -7.794381 2.743296  0.2825
H -4.565344 -6.152139 5.272288  0.3113
H -3.227817 -7.266720 4.994010  0.3150
H -2.971586 -4.578903 4.550249  0.3969
H -2.138772 -5.754813 3.493221  0.2026
H -5.736362 -6.376716 1.649454  0.2716
H -6.177269 -5.620552 3.210103  0.3891
C 5.118636 5.481130 -6.259247  -0.5797
C 3.648887 5.743363 -6.593325  -0.6085
C 2.815166 5.262518 -5.404185  -0.7007
S 3.865801 5.412498 -3.963614  1.2919
O 4.132413 4.088348 -3.447396  -0.7711
O 3.373718 6.483743 -3.124451  -0.7102
C 5.314361 5.982766 -4.834617  -0.8046
H 5.789411 5.985629 -6.957624  0.3551
H 5.322948 4.406673 -6.309755  0.2866
H 3.495027 6.817302 -6.740918  0.2885
H 3.347789 5.239890 -7.514659  0.3237
H 1.922266 5.873117 -5.265508  0.3796
H 2.535230 4.212760 -5.510201  0.3667
H 6.212932 5.589057 -4.360005  0.4125
H 5.316972 7.074480 -4.798726  0.3556
C 1.612573 -4.562327 3.323541  -0.6209
C 2.453335 -3.896370 4.414935  -0.6191
C 3.251502 -2.769754 3.755891  -0.7727
S 2.285990 -2.229606 2.349551  1.3379
O 3.016283 -2.541347 1.142659  -0.6978
O 1.758677 -0.909596 2.612918  -0.6919
C 0.973522 -3.422672 2.540798  -0.5109
H 0.859156 -5.231932 3.743982  0.2475
H 2.260327 -5.151550 2.666258  0.3600
H 1.791361 -3.479573 5.181126  0.2858
H 3.115355 -4.611710 4.908223  0.3422
H 3.400193 -1.930447 4.436149  0.3502
H 4.215421 -3.124932 3.387260  0.3575
H 0.602555 -3.727868 1.562470  0.2766
H 0.173987 -2.949855 3.115807  0.3750
C 3.075137 7.734808 0.528953  -0.6234
C 3.059477 6.231950 0.245320  -0.0495
C 4.315616 5.632025 0.879182  -0.6646
S 4.730475 6.687115 2.263404  1.1775
O 5.994686 7.331973 1.988623  -0.6674
O 4.479942 5.976294 3.497358  -0.6781
C 3.422629 7.873210 2.005416  -0.7344
H 2.115204 8.201178 0.297450  0.3854
H 3.843077 8.218233 -0.083884  0.2680
H 2.168595 5.784893 0.698878  0.2772
H 3.021229 6.023721 -0.826533  -0.1812
H 4.140064 4.617168 1.237908  0.4006
H 5.157181 5.640228 0.184102  0.3342
H 3.767317 8.871550 2.274293  0.4167
H 2.579911 7.583130 2.636948  0.3469

Forces on the atoms, in the same order (eV/Å):
1.3 1.6 -0.8
-1.4 -1.6 -0.5
-0.4 0.4 2.5
-0.9 -3.2 1.1
2.0 -3.1 -1.3
-2.1 4.3 1.8
1.0 1.1 -1.8
0.5 1.1 -1.3
-2.6 -0.8 3.1
3.3 0.9 -4.4
-0.4 -2.6 1.6
-1.0 1.0 -0.5
1.7 1.2 1.0
1.9 2.1 -2.4
-1.1 3.0 -2.3
-2.7 1.2 -0.1
-3.0 -1.7 1.8
1.0 -3.2 2.5
2.7 -0.7 0.0
-0.2 -1.8 0.4
1.3 0.4 0.9
-0.2 0.1 -1.6
-0.2 -0.7 1.4
-1.3 1.0 -0.9
1.5 0.8 -1.3
0.2 1.0 -0.5
-0.9 -0.2 1.5
0.6 1.7 0.4
-0.6 -0.1 -1.7
0.9 -1.2 -0.2
-0.6 1.7 -1.4
-2.1 0.2 0.2
-1.1 -1.5 1.3
0.8 -1.6 1.1
1.8 -0.6 0.1
0.1 -0.2 0.0
-0.1 -0.1 0.2
0.4 -0.1 0.5
-0.6 0.2 0.3
0.1 0.0 0.1
0.4 -0.2 -0.4
-0.3 -0.4 0.0
0.1 0.1 -0.1
-0.1 0.0 0.0
0.1 0.0 -0.1
-0.1 0.1 0.0
0.0 0.0 -0.2
-0.1 0.1 -0.1
0.0 0.2 0.0
0.1 0.1 -0.1
0.0 -0.1 -0.1
0.0 0.1 -0.2
-0.4 -0.1 -0.5
0.1 0.4 -0.1
0.1 0.5 0.0
0.1 -0.5 0.1
0.4 0.1 -0.3
0.0 -0.1 0.1
0.0 0.1 0.0
0.0 -0.1 0.0
0.0 0.1 0.1
0.1 -0.1 0.2
0.1 0.1 0.2
-0.2 0.0 0.1
-0.1 -0.1 0.1
0.1 -0.1 0.0
-0.1 -0.1 0.2
0.3 -0.2 0.5
-0.2 -0.1 0.2
-0.1 0.3 0.1
0.3 -0.2 -0.2
-0.3 -0.4 0.0
0.1 0.0 -0.1
-0.1 0.0 0.0
0.1 0.0 -0.1
-0.1 0.1 0.0
0.0 0.0 -0.2
-0.1 0.1 -0.1
0.0 0.2 0.0
0.1 0.1 -0.1
0.0 0.0 -0.2
-0.3 -0.1 -0.2
-0.1 -0.4 -0.4
-0.2 -0.1 0.1
-0.1 -0.1 0.3
0.4 0.2 -0.1
-0.3 0.4 -0.1
0.1 0.0 0.0
-0.1 0.0 0.1
0.1 0.0 0.0
0.0 0.0 0.2
0.2 0.1 0.1
0.0 0.1 0.2
0.1 -0.1 0.1
0.1 0.0 0.0

Summary:
HOMO-LUMO gap in eV: 8.27
Highest occupied orbital energy in eV: -8.084
Relative energy (zero: lowest compared OMol25 entry of this formula, charge and spin) in eV: 0.000
Charge: 0


# C29H48N2O8S5

6 unconnected molecules or ions with the total composition C29H48N2O8S5 (ωB97M-V with the def2-TZVPD basis set, the OMol25 dataset).

Each line ends with the Mulliken charge.
Cartesian coordinates (Å):
C -1.060856 -3.633843 -1.696335  -1.2381
C -1.063143 -2.356702 -2.628010  0.3785
C -2.279650 -1.885676 -3.339807  -0.6054
C -2.184751 -0.668004 -4.166976  -0.5126
C -0.882300 0.105589 -4.290663  -0.5410
C 0.356596 -0.377445 -3.596896  0.9011
C 1.740341 0.412806 -3.726124  -1.5087
C 2.707490 -0.087092 -2.583621  0.2011
C 3.740203 -1.061194 -2.892822  0.2996
O 3.943996 -1.591339 -4.161309  -0.6134
C 4.629993 -1.569139 -1.794438  -0.7654
C 4.430406 -1.066857 -0.457443  -0.4082
C 3.367349 -0.056799 -0.086264  0.5039
N 3.288593 0.287906 1.258440  -0.6250
C 2.265623 1.171499 1.411183  0.4699
C 1.963638 1.657322 2.885691  -0.8478
C 0.599974 0.946041 3.320372  -0.3686
O -0.490723 1.884050 3.508878  -0.3464
C -1.302598 1.971318 2.398721  0.2269
O -1.742094 3.036897 2.025585  -0.4997
C 1.395989 1.732121 0.339226  -0.6895
N 1.514404 1.369086 -0.963846  -0.1408
C 2.508915 0.431698 -1.184320  0.4417
C 0.223027 -1.611627 -2.786889  -0.1675
H -0.567132 -4.515375 -2.175501  0.2660
H -0.409825 -3.347990 -0.813093  0.2516
H -2.074689 -3.851295 -1.265366  0.3914
H -3.206495 -2.493020 -3.218423  0.3930
H -3.109741 -0.343426 -4.703388  0.3187
H -0.875026 1.035631 -4.920473  0.2955
H 2.162411 0.278989 -4.764680  0.6035
H 1.604920 1.525418 -3.579181  0.2120
H 3.658437 -0.924539 -4.812041  0.3460
H 5.402021 -2.337309 -2.058990  0.3878
H 5.109883 -1.467539 0.344232  0.3730
H 1.885051 2.777281 2.922628  0.3446
H 2.799046 1.352654 3.578627  0.3374
H 0.713649 0.391721 4.298571  0.2314
H 0.287835 0.174966 2.564368  0.3585
H -1.560893 1.069910 1.771015  0.4486
H 0.608843 2.477626 0.603109  0.6251
H 1.100119 -2.060745 -2.243556  0.2512
C -1.500616 2.427033 -1.615447  -0.3323
S -3.146128 2.655419 -2.271324  0.4816
O -3.068597 2.332844 -3.725710  -0.6179
C -3.211796 4.449135 -2.114184  -0.6306
H -1.275118 1.361750 -1.670904  -0.0145
H -0.778632 2.983192 -2.215425  0.3650
H -1.455278 2.755238 -0.574824  0.0847
H -2.393297 4.902689 -2.675847  0.3296
H -3.144999 4.725358 -1.060735  -0.0407
H -4.163188 4.794181 -2.518391  0.3747
C -2.526924 -3.036022 3.197609  -0.9409
S -1.481606 -1.947964 4.184289  0.6860
O -0.068393 -2.373771 3.973705  -0.6303
C -2.005317 -2.581113 5.787683  -1.0866
H -2.332494 -2.836559 2.144122  0.2154
H -2.292805 -4.078191 3.418550  0.3427
H -3.575843 -2.830884 3.416555  0.3938
H -1.802592 -3.651281 5.849442  0.3350
H -3.070598 -2.390574 5.925344  0.3627
H -1.442505 -2.060631 6.562294  0.3259
C -0.621223 -7.926834 -0.497410  -1.0564
S -1.887305 -6.768720 -1.052586  0.7501
O -2.844134 -6.578673 0.074660  -0.6686
C -2.659669 -7.887088 -2.236457  -1.0289
H -0.034780 -7.444762 0.284186  0.3244
H -1.089664 -8.827129 -0.096841  0.3537
H 0.031394 -8.181903 -1.333747  0.3520
H -3.002261 -8.789776 -1.728091  0.3447
H -1.942766 -8.143595 -3.017804  0.3468
H -3.513033 -7.377134 -2.682884  0.3110
C 7.735890 1.906019 0.213920  -1.1274
S 6.068908 2.189929 -0.412547  0.8324
O 6.082825 1.886499 -1.870286  -0.6580
C 6.101666 3.983509 -0.233141  -1.1332
H 7.946164 0.838485 0.156379  0.3065
H 8.459867 2.452029 -0.392902  0.3650
H 7.794827 2.230659 1.253963  0.3663
H 6.926362 4.401474 -0.812758  0.3760
H 6.212101 4.243303 0.820847  0.3649
H 5.158424 4.382022 -0.606347  0.3174
C -3.778808 5.902192 2.310970  -0.8179
S -5.171790 4.785031 2.556990  0.5869
O -6.349044 5.379342 1.863849  -0.6496
C -5.363339 5.106210 4.320462  -0.9260
H -3.511875 5.889650 1.254994  0.1523
H -4.058748 6.915638 2.603052  0.4202
H -2.928505 5.559984 2.902453  0.2755
H -5.545641 6.168883 4.488338  0.2931
H -4.462711 4.790106 4.849069  0.3258
H -6.215241 4.531222 4.682680  0.3181

Forces on the atoms, in the same order (eV/Å):
0.6 1.7 0.2
0.3 1.6 -1.3
3.0 1.1 0.1
2.3 -0.7 1.1
-0.5 -2.5 1.3
-2.5 -0.8 -0.2
-0.4 -0.5 1.2
1.3 -0.8 -0.3
-0.7 1.1 2.3
-0.2 1.0 1.0
-1.9 1.7 0.8
-0.3 -0.2 -1.8
1.6 -1.9 -1.5
-2.9 1.8 -2.6
0.3 0.7 1.0
-0.3 -0.7 -0.8
0.5 -0.8 0.8
-0.4 -0.5 -1.8
-0.1 1.4 -0.4
0.2 -0.9 0.7
1.4 -1.4 -0.6
1.0 -0.4 2.4
0.9 -0.7 -0.5
-1.9 0.3 -0.7
-0.8 0.8 0.3
-0.7 -0.5 -0.8
0.9 0.0 -0.7
0.7 0.8 -0.3
1.2 0.0 0.5
0.0 -1.1 0.8
-0.4 0.0 1.1
-0.2 -1.3 -0.2
0.0 -0.4 0.3
-0.8 0.9 0.4
-1.0 0.6 -0.8
-0.2 -1.1 0.0
-0.9 0.2 -0.9
0.0 0.7 -1.1
0.4 0.7 0.6
0.7 0.1 1.1
0.8 -0.6 -0.2
-0.9 0.8 -0.7
0.3 0.0 0.1
-0.2 -0.1 -0.1
0.0 0.3 0.1
0.1 0.1 -0.1
0.0 0.0 -0.1
0.0 -0.1 -0.1
-0.2 0.0 0.0
0.0 -0.1 0.0
0.0 -0.1 0.0
0.0 -0.1 0.0
0.0 -0.1 0.0
0.0 -0.1 -0.1
-0.2 0.0 0.1
0.0 -0.1 0.1
0.0 0.0 0.1
0.1 0.1 0.0
0.0 0.0 0.0
0.0 0.0 -0.1
0.0 0.0 -0.1
0.0 0.0 -0.1
0.0 -0.1 0.1
0.0 -0.3 0.1
0.1 -0.1 -0.1
-0.1 -0.1 0.0
-0.1 0.1 -0.1
-0.1 0.1 0.0
0.0 0.1 0.0
0.0 0.1 0.1
0.0 0.1 0.0
0.1 0.1 0.1
0.1 0.0 0.0
-0.1 -0.1 -0.1
0.1 0.1 0.2
0.1 0.1 0.0
-0.1 0.0 0.0
-0.1 0.0 0.0
-0.1 0.0 0.0
0.0 -0.1 0.0
0.0 -0.1 0.0
0.0 -0.1 0.0
0.1 0.1 0.1
0.0 0.0 -0.1
0.2 0.0 0.2
0.0 0.1 0.1
-0.1 -0.1 0.0
-0.1 -0.1 0.0
0.0 -0.1 -0.1
0.0 0.0 -0.1
0.0 0.0 -0.1
0.0 0.0 -0.1

Summary:
HOMO-LUMO gap in eV: 7.77
Highest occupied orbital energy in eV: -8.163
Relative energy (zero: lowest compared OMol25 entry of this formula, charge and spin) in eV: 0.000
Charge: 0